Record 1
The following is a DFT calculation (ωB97M-V/def2-TZVPD) of a molecular structure, C34H22BrMoN5O8S2.

Each line ends with the Löwdin charge.
Atoms and positions in Å:
Mo  1.8961  -0.6252  0.9453  1.59
S  3.0099  -0.4373  3.0890  0.72
C  4.5385  -0.8414  2.3841  -1.01
S  4.2492  -1.0179  0.6808  0.79
C  5.7080  -1.0264  3.0376  -0.34
C  6.8897  -1.3905  2.3184  -0.22
N  7.8365  -1.6947  1.7418  0.18
C  5.7710  -0.8803  4.4588  -0.22
N  5.8162  -0.7510  5.6003  0.18
Br  2.7562  -1.9515  -5.6689  0.75
C  2.6039  -1.5848  -3.8205  -0.69
C  2.6380  -2.6279  -2.9131  -0.11
C  2.5254  -2.3525  -1.5582  -0.13
C  2.3663  -1.0460  -1.1114  -0.37
C  2.3443  -0.0097  -2.0395  -0.10
C  2.4645  -0.2756  -3.3940  -0.11
H  2.7527  -3.6470  -3.2551  0.11
H  2.5579  -3.1747  -0.8559  0.10
H  2.2216  1.0178  -1.7271  0.10
H  2.4422  0.5326  -4.1116  0.11
O  3.7484  2.6173  0.7271  0.17
C  2.5724  2.4461  0.6159  -0.47
O  2.0367  1.1995  0.7021  -0.32
C  1.5592  3.5175  0.4156  -0.11
C  1.9870  4.8412  0.4616  0.02
C  1.0821  5.8657  0.2498  0.03
C  -0.2347  5.5315  -0.0146  -0.12
C  -0.6816  4.2262  -0.0698  0.03
C  0.2296  3.2092  0.1518  0.02
N  -1.2107  6.6167  -0.2611  -0.35
O  -2.3541  6.2935  -0.5141  0.08
O  -0.8144  7.7583  -0.1662  0.09
H  3.0282  5.0510  0.6634  0.13
H  1.3774  6.9035  0.2808  0.12
H  -1.7165  4.0219  -0.2939  0.09
H  -0.0875  2.1767  0.0993  0.10
O  0.1431  -0.2328  2.2777  -0.08
C  -0.6447  -0.3562  1.2941  -0.56
N  -1.9705  -0.4431  1.2629  0.21
C  -2.4189  -0.6763  -0.1188  -0.24
C  -1.0378  -0.7796  -0.8550  -0.39
O  -0.8844  -1.0709  -2.0042  0.15
N  -0.0672  -0.4406  0.0759  0.05
C  -3.1475  0.5291  -0.7012  -0.17
C  -3.5714  0.4704  -2.0272  -0.02
C  -4.2116  1.5551  -2.6014  -0.06
C  -4.4433  2.7072  -1.8593  -0.07
C  -4.0281  2.7679  -0.5398  -0.09
C  -3.3738  1.6834  0.0363  -0.04
C  -3.2110  -1.9702  -0.1987  -0.15
C  -4.5999  -1.9453  -0.1267  -0.02
C  -5.3195  -3.1312  -0.1073  -0.07
C  -4.6552  -4.3476  -0.1597  -0.08
C  -3.2696  -4.3756  -0.2258  -0.06
C  -2.5491  -3.1921  -0.2447  -0.01
H  -2.5446  -0.5722  2.0797  0.18
H  -3.3875  -0.4249  -2.6067  0.13
H  -4.5325  1.5015  -3.6333  0.11
H  -4.9473  3.5523  -2.3090  0.11
H  -4.2112  3.6607  0.0454  0.11
H  -3.0546  1.7406  1.0695  0.11
H  -5.1228  -0.9975  -0.0974  0.12
H  -6.3999  -3.1025  -0.0543  0.11
H  -5.2164  -5.2728  -0.1489  0.10
H  -2.7440  -5.3206  -0.2604  0.11
H  -1.4682  -3.2316  -0.2848  0.11
C  2.3340  -4.1087  2.6731  0.03
C  1.1880  -3.5743  1.8766  -0.54
O  0.1020  -4.0468  1.7416  0.15
O  1.5036  -2.3913  1.2650  -0.33
H  2.1138  -5.1154  3.0136  0.10
H  2.4930  -3.4511  3.5306  0.09
H  3.2453  -4.0884  2.0742  0.10

The energy above the lowest of the compared OMol25 structures with the same formula, charge and spin comes out at 0.0 kcal/mol. The HOMO energy is -9.29 eV. As for the total energy: -5623.1409 Ha. The value obtained for the strongest force on any atom is 0.58 eV Å⁻¹. The calculation puts the HOMO-LUMO gap at 6.59 eV.


Record 2
The following is a DFT calculation (ωB97M-V/def2-TZVPD) of a molecular structure, C34H23ClF5IrNO3SSi at a distorted geometry.

Each line ends with the Löwdin charge.
Atoms and positions in Å:
Ir  -0.2964  0.6119  -0.1404  1.19
F  1.9099  2.9264  1.4701  0.08
C  0.6112  3.1594  1.7274  -0.24
C  -0.3604  2.4174  1.0870  -0.13
C  -1.6719  2.7386  1.4009  -0.27
F  -2.6613  2.0664  0.7714  0.05
C  -2.0249  3.7016  2.3232  -0.16
F  -3.3021  3.9496  2.6167  0.12
C  -1.0176  4.4113  2.9573  -0.14
F  -1.3210  5.3439  3.8531  0.13
C  0.3065  4.1475  2.6492  -0.15
F  1.2736  4.8439  3.2487  0.12
C  3.5435  -0.9602  4.1369  -0.08
C  2.5162  -1.8388  4.4549  -0.08
C  1.3971  -1.9237  3.6407  -0.10
C  1.2810  -1.1195  2.5061  -0.30
C  2.3186  -0.2381  2.2025  -0.13
C  3.4470  -0.1623  3.0076  -0.08
Si  -0.3247  -1.2149  1.4852  0.62
C  -0.6172  -3.0532  1.1666  -0.28
C  0.2098  -3.7537  0.2862  -0.12
C  0.0098  -5.1027  0.0444  -0.08
C  -1.0298  -5.7745  0.6718  -0.08
C  -1.8531  -5.0957  1.5578  -0.08
C  -1.6450  -3.7469  1.8076  -0.10
C  -1.7237  -0.4924  2.5468  -0.31
C  -3.0636  -0.6642  2.1919  -0.12
C  -4.0719  -0.1562  2.9952  -0.07
C  -3.7510  0.5446  4.1500  -0.07
C  -2.4209  0.7417  4.4990  -0.07
C  -1.4102  0.2406  3.6937  -0.09
H  4.4167  -0.8954  4.7733  0.10
H  2.5861  -2.4591  5.3397  0.10
H  0.6030  -2.6208  3.8872  0.11
H  2.2379  0.4128  1.3393  0.04
H  4.2433  0.5266  2.7550  0.11
H  1.0172  -3.2371  -0.2184  0.07
H  0.6637  -5.6277  -0.6406  0.11
H  -1.1935  -6.8262  0.4758  0.10
H  -2.6658  -5.6141  2.0510  0.10
H  -2.2808  -3.2257  2.5134  0.09
H  -3.3155  -1.1932  1.2793  0.11
H  -5.1078  -0.2961  2.7142  0.11
H  -4.5377  0.9455  4.7760  0.11
H  -2.1682  1.2940  5.3955  0.11
H  -0.3730  0.4130  3.9563  0.11
C  2.9400  2.5586  -5.2279  -0.02
C  2.0386  1.4329  -5.6414  -0.19
C  2.5011  0.3505  -6.3693  -0.06
C  1.6511  -0.6997  -6.6887  -0.68
Cl  2.2515  -2.0399  -7.5993  0.66
C  0.3318  -0.6881  -6.2740  -0.11
C  -0.1489  0.3944  -5.5509  0.00
C  0.6885  1.4572  -5.2510  -0.23
O  0.2931  2.5991  -4.6250  -0.03
C  -0.8535  2.5743  -3.8072  -0.08
C  -0.5861  1.8287  -2.4897  -0.64
O  -1.4395  1.0086  -2.0398  -0.10
O  0.4817  2.0672  -1.8830  -0.09
H  3.9627  2.3828  -5.5547  0.08
H  2.9255  2.6629  -4.1414  0.09
H  2.5830  3.5057  -5.6351  0.09
H  3.5333  0.3246  -6.6937  0.11
H  -0.3179  -1.5190  -6.5045  0.11
H  -1.1804  0.3839  -5.2245  0.11
H  -1.7330  2.1596  -4.3011  0.13
H  -1.0408  3.6179  -3.5601  0.15
S  1.7709  -0.5495  -1.3675  0.81
C  0.8135  -1.6038  -2.1917  -0.78
N  0.1506  -2.3535  -2.7852  0.17

The expectation value of S² is 8.7794. The energy above the lowest of the compared OMol25 structures with the same formula, charge and spin comes out at 15.6 kcal/mol. The multiplicity is 6. The HOMO energy (spin up / spin down) is -7.43 / -8.52 eV. As for the total energy: -3341.2580 Ha. The value obtained for the strongest force on any atom is 1.40 eV Å⁻¹. The calculation puts the HOMO-LUMO gap (spin up / spin down) at 7.83 / 4.32 eV.


Record 3
The following is a DFT calculation (ωB97M-V/def2-TZVPD) of a molecular structure, C34H23F10N2O5S2SbSrTe at a distorted geometry.

Each line ends with the Löwdin charge.
Atoms and positions in Å:
Sr  -2.3991  -0.9498  -0.0849  1.34
O  0.6201  -0.8511  -3.2732  -0.35
S  -0.1015  -0.2626  -2.1523  0.23
O  0.4685  1.0950  -1.8139  -0.48
O  0.0315  -1.0801  -0.9106  -0.54
O  -1.5508  -0.1389  -2.4311  -0.45
C  1.0835  -3.8915  1.5979  -0.05
C  1.6489  -4.1504  0.3596  -0.06
C  0.8533  -4.1359  -0.7699  0.00
C  -0.4992  -3.8461  -0.6203  -0.25
N  -1.0335  -3.6060  0.5684  0.04
C  -0.2748  -3.6272  1.6547  -0.10
C  -1.4095  -3.6541  -1.7753  -0.21
C  -1.0073  -3.8055  -3.0961  0.01
C  -1.8732  -3.4351  -4.1077  -0.04
C  -3.1137  -2.9108  -3.7909  -0.03
C  -3.4607  -2.8139  -2.4572  -0.14
N  -2.6435  -3.2261  -1.4944  -0.05
H  1.6841  -3.8700  2.4972  0.10
H  2.7129  -4.3301  0.2679  0.10
H  1.2937  -4.2758  -1.7456  0.11
H  -0.7893  -3.4170  2.5852  0.12
H  -0.0114  -4.1468  -3.3314  0.11
H  -1.5612  -3.5146  -5.1409  0.11
H  -3.7859  -2.5533  -4.5578  0.11
H  -4.4029  -2.4155  -2.1021  0.11
S  -0.3255  0.8076  1.6866  0.06
Sb  1.4157  1.4404  0.3689  1.27
C  2.9098  0.1015  -0.3516  -0.30
C  3.5275  -0.6860  0.6164  -0.12
C  4.5153  -1.5924  0.2609  -0.11
C  4.9087  -1.7005  -1.0669  -0.11
C  4.3048  -0.9065  -2.0303  -0.08
C  3.3030  -0.0093  -1.6785  -0.11
C  2.7889  2.1887  1.8904  -0.34
C  2.4339  2.2600  3.2327  -0.14
C  3.3143  2.7843  4.1740  -0.11
C  4.5624  3.2456  3.7819  -0.12
C  4.9287  3.1819  2.4426  -0.11
C  4.0450  2.6582  1.5095  -0.13
C  1.3474  3.3592  -0.5397  -0.31
C  0.5989  4.3376  0.1020  -0.11
C  0.5569  5.6281  -0.4099  -0.09
C  1.2759  5.9469  -1.5528  -0.11
C  2.0233  4.9677  -2.1949  -0.10
C  2.0511  3.6732  -1.6954  -0.11
H  3.2302  -0.5985  1.6560  0.10
H  4.9774  -2.2118  1.0212  0.09
H  5.6831  -2.4050  -1.3490  0.09
H  4.5931  -0.9959  -3.0707  0.10
H  2.7984  0.5627  -2.4427  0.09
H  1.4575  1.8944  3.5334  0.05
H  3.0224  2.8327  5.2171  0.09
H  5.2487  3.6547  4.5146  0.09
H  5.9017  3.5407  2.1262  0.09
H  4.3442  2.6111  0.4659  0.10
H  0.0206  4.0860  0.9848  0.09
H  -0.0482  6.3797  0.0826  0.10
H  1.2433  6.9539  -1.9523  0.09
H  2.5724  5.2077  -3.0980  0.09
H  2.6017  2.9037  -2.2223  0.09
F  -4.6352  -4.8715  -0.8382  -0.41
Te  -3.9189  -4.0610  0.7593  1.89
F  -5.2173  -2.7916  -0.0603  -0.47
F  -3.2216  -4.7692  2.4343  -0.46
F  -2.7624  -5.5048  0.2705  -0.39
F  -5.4393  -4.8605  1.4973  -0.39
O  -3.4820  -2.4731  1.5494  -0.72
F  -5.6845  -0.1394  0.6756  0.02
C  -5.1641  1.0717  1.0229  -0.29
C  -3.8707  1.3781  0.6638  -0.03
C  -3.4971  2.6532  1.0318  -0.29
F  -2.2850  3.1588  0.6698  0.00
C  -4.2961  3.5396  1.7380  -0.16
F  -3.8671  4.7801  2.0736  0.06
C  -5.5759  3.1566  2.0916  -0.16
F  -6.3826  4.0024  2.7687  0.07
C  -6.0246  1.9040  1.7215  -0.16
F  -7.2872  1.5370  2.0427  0.07

The total charge is -2. The energy above the lowest of the compared OMol25 structures with the same formula, charge and spin comes out at 61.9 kcal/mol. The HOMO energy is -3.41 eV. As for the total energy: -4129.3313 Ha. The value obtained for the strongest force on any atom is 1.20 eV Å⁻¹. The calculation puts the HOMO-LUMO gap at 7.16 eV.